Record 1
C17H24N4O6 in the gas phase. Source: the Open Molecules 2025 dataset; level of theory: ωB97M-V with the def2-TZVPD basis set.

Each line ends with the Mulliken charge.
Geometry (Å):
C 7.990569 0.170330 -0.961098  -1.115
C 6.685233 0.439414 -1.695841  -0.289
O 5.609879 -0.326507 -1.157027  -0.377
C 5.030904 0.177959 -0.041377  0.793
O 5.320985 1.246198 0.446413  -0.653
N 4.111691 -0.666417 0.481084  0.133
C 3.607352 -1.845920 -0.180927  -0.901
C 2.183996 -1.590350 -0.681341  -0.607
N 1.340002 -1.212102 0.438734  0.207
C -0.064519 -1.128153 0.088054  -0.819
C -0.954467 -1.347802 1.320440  -0.901
C -2.408087 -1.416195 0.892294  0.544
O -3.007536 -2.450577 0.730579  -0.636
N -2.943387 -0.173917 0.680160  -0.015
C -4.223815 0.159339 0.251104  -0.093
C -5.212539 -0.769991 -0.015413  -0.162
C -6.465453 -0.332073 -0.435314  -0.526
N -7.493412 -1.298311 -0.711901  1.065
O -7.225816 -2.471106 -0.570129  -0.615
O -8.574492 -0.877779 -1.073587  -0.646
C -6.744229 1.016961 -0.591795  -0.842
C -5.758738 1.950254 -0.327739  -0.367
C -4.500793 1.539753 0.091329  0.832
O -3.464573 2.376405 0.374175  -0.420
C -3.658949 3.767938 0.246225  -0.926
C 1.842397 0.006451 1.049228  -0.441
C 3.263406 -0.223254 1.563120  -1.211
H 8.221812 -0.892117 -0.979735  0.292
H 8.797424 0.719499 -1.437870  0.382
H 7.903611 0.496253 0.072340  0.310
H 6.431506 1.502752 -1.633929  0.331
H 6.750268 0.132019 -2.741990  0.318
H 4.263679 -2.107820 -1.008490  0.459
H 3.587814 -2.663576 0.546854  0.294
H 1.789146 -2.506237 -1.125029  0.449
H 2.209226 -0.804397 -1.458014  0.321
H -0.284398 -1.922635 -0.628914  0.424
H -0.311042 -0.163360 -0.391379  0.275
H -0.812520 -0.549864 2.049480  0.303
H -0.680529 -2.298361 1.776413  0.392
H -2.351645 0.630849 0.836905  0.287
H -5.018619 -1.824817 0.100258  0.754
H -7.725640 1.323020 -0.917613  0.480
H -5.981862 2.997038 -0.452058  0.413
H -2.709065 4.222283 0.522937  0.251
H -4.441627 4.124436 0.921313  0.365
H -3.906259 4.042812 -0.782802  0.366
H 1.202394 0.277610 1.889663  0.413
H 1.849358 0.844680 0.327829  0.314
H 3.681486 0.698187 1.969633  0.474
H 3.249888 -0.998813 2.334754  0.321

Force components x, y, z for each atom (eV/Å):
-0.4 0.0 -0.1
0.4 0.4 -0.1
-0.3 -0.2 0.2
0.1 -0.1 -0.1
0.2 0.3 0.0
-0.1 -0.2 0.0
-0.1 -0.1 -0.4
0.2 -0.2 0.1
0.0 0.0 -0.1
0.0 0.0 0.2
0.0 -0.2 -0.3
0.4 0.3 0.3
-0.2 -0.4 -0.1
0.1 0.5 0.0
-0.3 0.3 -0.1
-0.2 -0.2 -0.1
0.9 1.1 0.2
-0.4 -0.3 -0.1
0.1 -0.3 0.0
-0.3 0.0 -0.1
-0.2 -0.5 0.0
0.3 0.1 0.1
-0.1 -0.2 0.0
-0.1 -0.5 0.0
0.0 0.3 0.0
0.2 -0.1 0.2
-0.1 0.4 0.1
0.1 -0.1 0.0
0.1 0.1 0.0
0.0 0.0 0.1
0.0 -0.2 -0.1
0.0 0.1 0.1
-0.1 0.0 0.1
0.0 0.0 -0.1
0.0 0.0 0.0
0.0 -0.1 0.0
0.0 0.1 0.0
0.0 -0.1 0.0
0.0 0.0 0.1
-0.1 0.1 0.0
0.0 -0.2 0.0
0.0 0.1 0.0
0.0 0.0 0.0
0.0 0.1 0.0
-0.1 0.0 0.0
0.0 0.0 0.0
0.0 0.0 0.0
0.0 0.1 0.0
0.0 0.0 0.0
-0.1 -0.1 0.0
0.0 0.1 0.0

Output
relative energy (zero: lowest compared OMol25 entry of this formula, charge and spin): 0.0 kcal per mole
orbital gap: 8.602 eV
HOMO energy: -8.82 eV
SMILES: CCOC(=O)N1CCN(CCC(=O)Nc2cc([N+](=O)[O-])ccc2OC)CC1

---

Record 2
C3H6NOP in the gas phase. Source: the Open Molecules 2025 dataset; level of theory: ωB97M-V with the def2-TZVPD basis set.

Each line ends with the Mulliken charge.
Geometry (Å):
C 0.043934 1.306152 -0.030595  -0.510
C 0.794098 0.141545 -0.513845  0.022
C 1.249040 -0.959196 0.315202  -0.859
N -1.116842 0.428543 -0.028150  -0.106
O -3.225695 -1.229965 -0.048697  -0.453
P -2.737964 0.107783 0.256143  0.039
H 0.249306 1.602969 0.920742  0.271
H -0.170758 2.091946 -0.628097  0.336
H 0.977286 0.037911 -1.536515  0.408
H 0.900910 -1.949157 -0.227952  0.261
H 0.645322 -0.798361 1.147814  0.292
H 2.391360 -0.780168 0.373952  0.301

Force components x, y, z for each atom (eV/Å):
-1.5 -2.6 0.6
-3.1 0.4 0.0
1.1 -1.1 -2.2
1.1 -1.4 -1.0
0.0 -0.9 -0.3
1.8 1.6 0.1
1.0 1.0 2.7
0.2 2.5 -2.3
-0.1 0.2 -1.7
1.3 1.8 1.3
-0.1 -0.5 2.4
-1.7 -1.0 0.4

Output
relative energy (zero: lowest compared OMol25 entry of this formula, charge and spin): 60.8 kcal per mole
orbital gap (spin up / spin down): 8.365 / 8.366 eV
HOMO energy (spin up / spin down): -8.76 / -8.76 eV

---

Record 3
5 unconnected molecules or ions with the total composition C2H14O4. Source: the Open Molecules 2025 dataset; level of theory: ωB97M-V with the def2-TZVPD basis set.

Each line ends with the Mulliken charge.
Geometry (Å):
C -1.326517 -1.627446 2.903637  -0.732
C -1.508027 -2.003846 1.392389  -0.658
H -0.235122 -1.800611 3.126710  0.244
H -2.068492 -2.343565 3.525943  0.226
H -1.693094 -0.571689 3.205805  0.242
H -1.575992 -3.097304 1.220868  0.278
H -2.408463 -1.595300 0.918379  0.229
H -0.571057 -1.722599 0.810664  0.183
O 2.087197 2.264233 0.784670  -0.638
H 1.634795 2.196102 -0.038883  0.293
H 1.343665 2.204375 1.423359  0.329
O -1.747668 -0.859989 -1.683700  -0.639
H -2.433963 -1.341542 -2.189500  0.309
H -2.072243 -0.010441 -1.261570  0.317
O -0.239731 2.296386 -1.468648  -0.617
H -0.794837 1.780388 -2.095181  0.309
H -0.257979 3.190459 -1.929446  0.321
O 2.664628 -0.566778 -1.403299  -0.618
H 3.634136 -0.417939 -1.327881  0.313
H 2.390501 0.246600 -0.997591  0.310

Force components x, y, z for each atom (eV/Å):
-1.8 -0.9 0.6
1.1 0.1 -0.3
-1.4 0.3 0.4
2.1 1.5 -1.1
1.0 -1.6 -0.8
0.0 0.5 0.5
0.4 0.2 0.2
-1.4 0.0 0.5
-0.3 -0.1 1.6
-0.6 0.0 -1.2
0.8 0.0 -0.5
-0.3 1.0 0.3
0.3 1.0 0.7
0.0 -1.9 -1.0
-0.7 1.4 -1.7
0.7 0.1 0.7
0.2 -1.5 1.1
1.6 0.0 -0.1
-0.7 -0.6 -0.3
-0.8 0.6 0.4

Output
relative energy (zero: lowest compared OMol25 entry of this formula, charge and spin): 31.7 kcal per mole
orbital gap: 11.281 eV
HOMO energy: -11.04 eV
SMILES: CC.O.O.O.O

---

Record 4
A gas-phase ion, C7H13N2OS (charge +1). Source: the Open Molecules 2025 dataset; level of theory: ωB97M-V with the def2-TZVPD basis set.

Each line ends with the Mulliken charge.
Geometry (Å):
C 2.171396 0.582006 0.139403  0.633
C 0.125845 -1.854487 -0.417188  -0.269
C -1.304634 -1.242695 -0.240866  -1.375
C -0.057105 0.506236 0.971944  -0.866
C 0.876064 -1.620603 0.751880  -0.272
C -1.399075 0.234589 0.297451  1.877
C -1.799003 1.153384 -0.843877  -1.777
N 1.034215 1.167921 0.321680  -0.026
N 3.284315 1.173721 -0.421909  -0.467
O -2.361604 0.192646 1.328338  -0.575
S 2.522185 -1.143309 0.485382  -0.138
H -0.208391 -2.873576 -0.689781  0.348
H 0.720800 -1.474631 -1.306056  0.224
H -1.856697 -1.415921 -1.245867  0.324
H -1.883874 -1.914189 0.360778  0.428
H -0.168064 0.680869 2.138933  0.214
H 0.710841 -2.134212 1.774219  0.417
H -1.731950 2.173789 -0.289483  0.392
H -2.765555 1.120572 -1.189888  0.448
H -1.176031 0.909734 -1.706674  0.377
H 0.837813 2.081729 0.059854  0.251
H 3.245681 2.051853 -0.821649  0.228
H 3.934699 0.588024 -0.948300  0.240
H -2.751866 1.056552 1.491668  0.365

Force components x, y, z for each atom (eV/Å):
3.8 -0.8 -1.9
-2.6 0.0 -3.0
-0.5 -0.6 -2.7
0.6 -2.8 2.8
-0.6 2.0 4.3
0.1 -1.9 -0.3
2.7 2.0 2.4
-0.9 -2.1 1.2
-1.1 -2.2 0.8
-0.2 -0.2 0.1
0.1 1.7 0.4
0.9 -0.1 0.4
-1.1 -0.2 0.8
0.8 0.8 1.3
-0.1 -0.1 1.1
0.4 0.0 -2.6
0.1 0.8 -2.0
0.3 -0.9 -1.9
-2.5 -0.8 -0.3
0.4 0.9 0.1
0.2 2.2 -0.8
-0.4 2.3 -0.6
-0.3 -0.1 0.7
0.0 0.2 -0.1

Output
charge: +1
relative energy (zero: lowest compared OMol25 entry of this formula, charge and spin): 75.1 kcal per mole
orbital gap (spin up / spin down): 8.583 / 8.583 eV
HOMO energy (spin up / spin down): -12.76 / -12.76 eV

---

Record 5
2 unconnected molecules or ions with the total composition C2H10N2S. Source: the Open Molecules 2025 dataset; level of theory: ωB97M-V with the def2-TZVPD basis set.

Each line ends with the Mulliken charge.
Geometry (Å):
N 0.512280 -1.335826 1.348854  -0.584
C -0.418254 -1.800668 0.295550  -0.302
N 0.208987 -2.243522 -0.978244  -0.620
H 0.633033 -0.341206 1.174504  0.128
H 0.124703 -1.403538 2.283717  0.269
H -1.104763 -1.001093 -0.008221  0.213
H -1.010647 -2.629705 0.670653  0.369
H 1.067485 -1.706977 -1.159898  0.231
H 0.651811 -3.142333 -0.786483  0.274
C -0.260589 1.587871 -1.475653  -0.573
S 0.037483 1.901937 0.368234  -0.380
H 0.661929 1.867231 -1.993044  0.257
H -0.863876 2.422184 -1.825295  0.293
H -0.530928 0.535876 -1.576771  0.229
H -0.411012 1.614671 1.688664  0.198

Force components x, y, z for each atom (eV/Å):
-0.2 0.0 -0.8
0.3 0.3 -0.4
1.0 -0.2 0.9
0.4 -0.1 0.2
-0.2 -0.2 -0.2
-0.1 0.0 0.3
-0.1 -0.1 0.0
-0.6 0.4 0.1
-0.4 -0.2 -0.1
-0.8 -0.1 0.9
2.7 2.1 1.0
0.6 -0.7 1.0
-1.1 -0.8 0.1
-0.3 0.5 -0.8
-1.2 -0.8 -2.3

Output
relative energy (zero: lowest compared OMol25 entry of this formula, charge and spin): 54.2 kcal per mole
orbital gap: 8.919 eV
HOMO energy: -9.12 eV
SMILES: NCN.CS

---

Record 6
A molecular structure, C2H16FeO6. Source: the Open Molecules 2025 dataset; level of theory: ωB97M-V with the def2-TZVPD basis set.

Each line ends with the Mulliken charge.
Geometry (Å):
Fe -0.620624 -0.409540 0.416674  1.304
C 1.604755 1.520827 -1.830709  -1.057
C 2.107487 0.971599 -0.501960  -0.165
O 1.300464 -0.101132 -0.125274  -0.167
H 2.209054 2.381057 -2.118703  0.388
H 0.579329 1.883462 -1.759199  0.245
H 1.594915 0.817933 -2.663743  0.314
H 2.068629 1.689290 0.317493  0.303
H 3.134128 0.623545 -0.615857  0.324
H 1.835263 -0.848965 0.151021  0.301
O -0.225383 -0.076617 2.385866  -0.413
H 0.091449 0.760460 2.725209  0.323
H -0.203878 -0.665098 3.140485  0.326
O -0.041957 -2.427316 0.789215  -0.387
H 0.320941 -2.587043 1.660433  0.338
H -0.211759 -3.300672 0.436156  0.317
O -0.856501 -0.819448 -1.644738  -0.382
H -1.646071 -0.747640 -2.181064  0.304
H -0.221409 -1.258895 -2.210241  0.321
O -2.549524 -1.011104 0.930337  -0.457
H -3.280067 -0.394232 0.975154  0.341
H -2.840768 -1.765602 1.442333  0.341
O -1.219335 1.580346 0.190137  -0.378
H -1.105113 2.427234 0.621376  0.282
H -1.824026 1.757554 -0.530399  0.335

Force components x, y, z for each atom (eV/Å):
0.3 -0.2 -0.8
-0.2 0.5 0.1
1.3 2.4 -1.6
-2.2 -2.6 1.3
0.1 -0.1 0.0
0.0 0.2 0.2
0.5 -0.2 0.2
0.2 0.3 -0.2
0.0 -0.1 0.2
0.4 -0.5 0.1
0.0 0.0 -0.6
0.3 0.8 0.3
-0.2 -0.6 0.6
-0.1 1.3 0.2
0.4 -0.3 0.6
-0.3 -0.7 -0.7
-0.3 0.3 1.2
-0.8 0.0 -0.3
0.8 -0.3 -0.3
0.9 0.5 -0.5
-0.7 0.6 0.0
-0.1 -0.9 0.3
0.1 -1.4 0.0
0.3 0.7 0.7
-0.5 0.3 -0.7

Output
2S+1: 6
charge: +3
orbital gap (spin up / spin down): 11.564 / 6.675 eV
HOMO energy (spin up / spin down): -22.66 / -22.63 eV

---

One value per record, in order, for maximum force: 1.47; 3.41; 2.76; 4.78; 3.58; 3.66 eV/Å.